DFT (ωB97M-V with the def2-TZVPD basis set) results for a 8-piece molecular cluster, C43H78Br14N2O3 overall.

Geometry (Å):
C  -1.930  1.053  -3.044
C  -0.897  0.592  -1.899
C  -1.517  -0.359  -0.749
C  -3.054  -0.801  -0.983
C  -3.029  -2.003  -2.084
C  -4.253  -1.716  -3.109
C  -4.046  -2.635  -4.417
C  -3.052  -1.964  -5.530
C  -1.577  -2.619  -5.496
C  -0.393  -1.608  -5.981
C  0.623  -1.255  -4.774
C  2.174  -1.628  -5.118
C  3.006  -2.174  -3.841
C  4.592  -1.936  -3.931
C  5.178  -0.484  -4.322
C  4.295  0.767  -3.826
C  3.988  0.794  -2.238
C  5.288  1.484  -1.536
C  2.652  1.648  -1.916
C  2.394  1.928  -0.353
C  1.568  0.788  0.420
C  2.033  -0.513  0.775
C  3.548  -1.033  0.724
C  0.931  -1.581  1.327
C  5.233  -2.907  -5.083
C  4.632  -3.374  -6.491
O  3.745  -4.319  -6.461
O  4.993  -2.842  -7.715
N  6.438  -3.450  -4.827
C  6.856  -2.970  -3.459
C  5.496  -2.550  -2.710
N  5.985  -1.612  -1.638
C  6.510  -2.346  -0.670
O  7.151  -2.851  0.271
H  -2.101  0.179  -3.776
H  -1.395  1.883  -3.660
H  -2.900  1.506  -2.632
H  -0.385  1.537  -1.455
H  -0.060  -0.003  -2.412
H  -0.900  -1.344  -0.753
H  -1.478  0.182  0.262
H  -3.417  -1.256  0.010
H  -3.765  0.056  -1.245
H  -2.011  -1.892  -2.638
H  -3.075  -3.035  -1.583
H  -5.223  -1.983  -2.532
H  -4.208  -0.578  -3.335
H  -3.600  -3.642  -4.093
H  -5.084  -2.786  -4.894
H  -3.055  -0.813  -5.472
H  -3.538  -2.224  -6.553
H  -1.527  -3.537  -6.199
H  -1.347  -3.016  -4.439
H  -0.930  -0.635  -6.324
H  0.138  -2.018  -6.925
H  0.364  -1.825  -3.811
H  0.565  -0.119  -4.580
H  2.111  -2.437  -5.952
H  2.651  -0.708  -5.627
H  2.520  -1.679  -2.907
H  2.732  -3.301  -3.746
H  5.229  -0.435  -5.480
H  6.250  -0.324  -3.948
H  3.310  0.921  -4.392
H  4.933  1.718  -4.042
H  3.790  -0.276  -1.878
H  6.279  1.174  -2.022
H  5.144  2.631  -1.625
H  5.276  1.266  -0.394
H  1.788  1.118  -2.457
H  2.788  2.668  -2.447
H  3.336  2.145  0.264
H  1.753  2.898  -0.300
H  0.487  1.060  0.768
H  3.656  -1.641  -0.264
H  3.662  -1.825  1.568
H  4.349  -0.211  0.805
H  -0.030  -1.008  1.583
H  0.725  -2.379  0.516
H  1.380  -2.058  2.268
H  6.987  -4.092  -5.426
H  7.138  -3.956  -2.910
H  7.785  -2.306  -3.392
H  4.908  -3.421  -2.255
Br  0.187  1.669  3.149
C  1.458  2.991  3.805
C  0.796  4.330  4.017
Br  0.506  5.250  2.324
H  2.281  3.024  3.089
H  1.823  2.588  4.752
H  1.443  4.993  4.594
H  -0.174  4.258  4.511
Br  -2.812  -0.384  4.517
C  -3.842  1.235  4.164
C  -4.802  1.036  3.016
Br  -3.870  1.093  1.305
H  -3.124  2.037  3.991
H  -4.384  1.432  5.090
H  -5.524  1.850  2.973
H  -5.336  0.086  3.058
Br  -1.890  4.648  -1.673
C  -3.506  5.262  -2.575
C  -4.742  4.895  -1.792
Br  -5.179  3.008  -2.004
H  -3.490  4.839  -3.580
H  -3.400  6.347  -2.641
H  -5.613  5.433  -2.174
H  -4.646  5.082  -0.722
Br  -7.133  1.537  4.906
C  -7.611  3.202  5.800
C  -6.886  4.377  5.192
Br  -5.027  4.440  5.776
H  -7.399  3.065  6.861
H  -8.689  3.300  5.659
H  -7.323  5.317  5.534
H  -6.877  4.362  4.102
Br  -5.379  0.224  7.635
C  -5.592  -1.710  7.764
C  -5.801  -2.331  6.404
Br  -7.622  -2.038  5.769
H  -6.416  -1.895  8.455
H  -4.664  -2.067  8.211
H  -5.690  -3.415  6.453
H  -5.130  -1.936  5.640
Br  -3.423  -4.240  7.497
C  -1.577  -3.614  7.541
C  -1.029  -3.629  8.946
Br  -1.707  -2.125  9.984
H  -1.565  -2.624  7.083
H  -1.026  -4.310  6.906
H  0.056  -3.502  8.937
H  -1.279  -4.535  9.498
Br  4.805  0.694  2.587
C  6.072  2.028  3.235
C  5.399  3.361  3.452
Br  5.088  4.280  1.761
H  6.888  2.068  2.513
H  6.447  1.629  4.179
H  6.046  4.030  4.024
H  4.434  3.281  3.953

The total energy is -1035564.1638 eV. The value obtained for the frontier orbital gap is 7.827 eV. The value obtained for the max |F| is 0.1400 Eh/bohr.

DFT (ωB97M-V with the def2-TZVPD basis set) results for C43H78F3IN6O10SSi as an isolated structure.

Geometry (Å):
C  5.478  1.543  3.417
C  5.901  0.157  2.783
C  4.930  -1.010  3.256
C  4.032  -1.580  2.063
C  3.003  -0.457  1.646
C  1.535  -0.873  1.343
C  1.056  -1.452  -0.043
C  -0.354  -2.116  0.282
F  -1.232  -2.123  -0.823
F  -1.062  -1.238  1.151
C  -0.386  -3.485  1.013
C  -1.351  -4.553  0.284
Si  -3.180  -4.445  0.852
C  -4.225  -4.251  -0.759
C  -3.751  -6.101  1.628
C  -3.584  -2.929  1.918
C  -4.155  -1.669  1.444
C  -4.370  -0.564  2.396
C  -4.012  -0.680  3.819
C  -3.465  -1.942  4.312
C  -3.257  -3.030  3.362
C  0.612  -0.184  -0.923
C  1.747  0.841  -1.246
N  1.059  1.980  -1.969
C  0.479  2.905  -1.046
C  -0.062  4.274  -1.673
O  0.320  2.729  0.153
C  2.088  2.665  -2.789
C  3.172  3.560  -2.074
O  2.066  2.561  -3.982
O  2.622  0.270  -2.237
S  3.295  -1.158  -1.793
O  4.509  -0.884  -1.035
O  3.732  -1.785  -3.044
C  2.061  -2.295  -0.922
I  1.102  -3.158  -2.746
C  2.775  -3.532  -0.227
F  4.176  -3.593  -0.384
C  2.285  -4.983  -0.608
C  2.925  -5.923  0.534
H  6.378  2.219  3.504
H  5.012  1.418  4.435
H  4.687  1.983  2.748
H  6.932  -0.105  3.129
H  5.868  0.176  1.664
H  4.243  -0.585  4.047
H  5.474  -1.862  3.760
H  3.500  -2.471  2.516
H  4.755  -1.881  1.268
H  2.927  0.179  2.584
H  3.507  0.237  0.926
H  1.193  -1.577  2.160
H  0.936  0.067  1.527
H  0.576  -4.013  1.196
H  -0.853  -3.371  2.036
H  -0.977  -5.557  0.659
H  -1.210  -4.573  -0.825
H  -4.411  -3.168  -1.008
H  -3.709  -4.728  -1.632
H  -5.241  -4.733  -0.653
H  -4.464  -5.964  2.477
H  -4.273  -6.680  0.814
H  -2.830  -6.674  1.911
H  -4.410  -1.541  0.369
H  -4.788  0.391  1.981
H  -4.175  0.213  4.473
H  -3.195  -2.004  5.390
H  -2.809  -3.969  3.786
H  0.172  -0.481  -1.913
H  -0.204  0.398  -0.408
H  2.252  1.318  -0.372
H  -0.731  3.952  -2.526
H  -0.758  4.762  -0.939
H  0.753  4.947  -2.023
H  4.166  3.501  -2.575
H  3.297  3.142  -1.035
H  2.833  4.621  -1.957
H  2.598  -3.468  0.885
H  1.189  -5.149  -0.501
H  2.734  -5.382  -1.550
H  2.835  -5.455  1.555
H  4.024  -6.035  0.344
H  2.447  -6.935  0.542
C  -7.725  -1.671  0.614
O  -6.749  -1.831  -0.095
N  -8.594  -0.640  0.517
C  -9.738  -0.510  1.396
C  -8.371  0.370  -0.504
H  -7.982  -2.381  1.417
H  -10.652  -0.510  0.799
H  -9.664  0.431  1.946
H  -9.777  -1.335  2.107
H  -8.377  -0.103  -1.488
H  -7.393  0.832  -0.345
H  -9.147  1.132  -0.459
C  -5.469  4.740  1.513
O  -5.589  3.863  2.346
N  -4.299  5.123  0.946
C  -4.232  6.179  -0.044
C  -3.075  4.452  1.345
H  -6.337  5.311  1.143
H  -3.819  5.776  -0.972
H  -3.583  6.977  0.325
H  -5.222  6.589  -0.243
H  -3.167  3.386  1.129
H  -2.931  4.584  2.419
H  -2.216  4.858  0.813
C  6.573  5.211  3.730
O  6.816  4.035  3.537
N  5.537  5.892  3.184
C  5.307  7.296  3.460
C  4.630  5.191  2.294
H  7.200  5.833  4.390
H  4.321  7.416  3.915
H  5.345  7.857  2.523
H  6.063  7.687  4.140
H  4.173  4.356  2.830
H  5.192  4.794  1.446
H  3.853  5.865  1.937
C  8.634  -1.046  -5.063
O  9.290  -0.722  -6.036
N  7.283  -1.081  -5.009
C  6.565  -1.478  -3.811
C  6.526  -0.708  -6.189
H  9.112  -1.347  -4.115
H  5.948  -2.348  -4.036
H  5.927  -0.656  -3.488
H  7.258  -1.729  -3.008
H  6.797  -1.369  -7.015
H  6.775  0.318  -6.468
H  5.457  -0.785  -5.993
C  -6.402  0.515  -4.148
O  -7.459  -0.087  -4.176
N  -5.226  0.008  -3.709
C  -4.006  0.788  -3.705
C  -5.187  -1.363  -3.228
H  -6.322  1.561  -4.490
H  -3.260  0.292  -4.330
H  -3.630  0.860  -2.681
H  -4.185  1.791  -4.091
H  -5.507  -2.033  -4.028
H  -5.876  -1.467  -2.388
H  -4.178  -1.627  -2.911

The total energy is -110233.7819 eV. The value obtained for the frontier orbital gap is 8.074 eV. The value obtained for the max |F| is 0.1110 Eh/bohr.

DFT (ωB97M-V with the def2-TZVPD basis set) results for a 11-piece molecular cluster, C43H78N2O17S8 overall.

Geometry (Å):
O  13.911  13.005  15.559
S  13.007  14.147  15.762
O  11.630  13.919  15.504
C  13.364  14.893  17.370
C  14.184  16.147  17.039
C  14.844  15.902  15.694
C  13.681  15.395  14.800
H  13.938  14.253  17.992
H  12.442  15.006  17.903
H  13.589  17.082  16.997
H  14.935  16.212  17.817
H  15.575  15.119  15.740
H  15.206  16.714  15.167
H  14.057  14.985  13.805
H  12.945  16.135  14.745
O  11.407  17.812  14.382
S  9.991  17.886  14.753
O  9.238  19.042  14.390
C  9.145  16.409  14.242
C  8.114  16.147  15.325
C  8.251  17.200  16.477
C  9.742  17.505  16.528
H  9.870  15.625  14.217
H  8.759  16.541  13.279
H  7.129  16.103  14.861
H  8.390  15.186  15.775
H  7.999  16.521  17.320
H  7.555  18.051  16.412
H  10.346  16.669  16.756
H  10.196  18.293  17.107
O  18.527  17.551  10.948
S  18.026  16.284  11.439
O  17.693  16.107  12.862
C  16.638  15.703  10.512
C  17.263  15.358  9.170
C  18.485  14.474  9.560
C  19.094  15.021  10.864
H  15.912  16.549  10.497
H  16.267  14.879  11.106
H  16.517  14.701  8.615
H  17.468  16.216  8.556
H  19.320  14.389  8.774
H  18.033  13.446  9.761
H  20.059  15.553  10.707
H  19.304  14.392  11.701
O  13.613  22.015  17.248
S  12.819  21.157  16.366
O  12.520  19.792  16.885
C  11.396  22.075  15.611
C  11.831  22.348  14.151
C  13.362  22.282  14.153
C  13.739  20.975  14.863
H  11.288  23.024  16.142
H  10.506  21.452  15.680
H  11.562  21.498  13.629
H  11.435  23.258  13.694
H  13.801  23.141  14.635
H  13.867  22.118  13.169
H  14.790  20.755  15.187
H  13.424  20.051  14.358
O  10.602  14.107  19.084
S  9.387  13.492  18.628
O  8.553  14.318  17.735
C  9.725  11.914  17.767
C  9.068  10.873  18.690
C  8.853  11.392  20.139
C  8.418  12.876  19.959
H  10.823  11.827  17.697
H  9.232  12.000  16.784
H  8.109  10.650  18.264
H  9.599  9.923  18.651
H  9.803  11.379  20.571
H  8.172  10.811  20.692
H  8.656  13.463  20.807
H  7.445  12.914  19.506
O  12.638  20.919  11.278
S  12.939  19.813  10.410
O  12.595  19.812  9.008
C  14.690  19.587  10.678
C  14.706  18.881  12.042
C  13.618  17.826  12.084
C  12.445  18.233  11.183
H  15.136  20.593  10.716
H  15.105  19.011  9.828
H  15.721  18.375  12.102
H  14.674  19.712  12.716
H  13.243  17.574  13.053
H  13.954  16.906  11.663
H  11.454  18.412  11.643
H  12.477  17.560  10.339
O  18.381  12.421  12.137
S  17.006  12.003  12.352
O  15.872  12.795  11.976
C  16.925  10.396  11.610
C  17.591  9.517  12.722
C  16.972  9.873  14.099
C  16.851  11.407  14.058
H  17.420  10.437  10.674
H  15.838  10.206  11.561
H  17.491  8.428  12.474
H  18.696  9.655  12.763
H  17.591  9.604  14.956
H  15.965  9.368  14.225
H  17.698  11.871  14.569
H  15.847  11.740  14.305
O  17.865  20.464  14.319
S  17.566  19.530  15.366
O  16.297  18.842  15.260
C  18.919  18.342  15.693
C  18.965  18.132  17.262
C  18.699  19.573  17.873
C  17.710  20.299  17.002
H  19.863  18.849  15.401
H  18.835  17.474  15.088
H  18.180  17.424  17.606
H  19.934  17.773  17.613
H  19.621  20.161  17.852
H  18.354  19.567  18.899
H  17.896  21.364  16.937
H  16.654  20.253  17.403
C  16.820  13.629  20.686
C  16.293  14.005  19.426
C  17.016  13.659  18.334
N  18.305  13.223  18.371
C  18.798  12.877  19.536
C  18.089  13.034  20.779
H  16.234  13.839  21.526
H  15.358  14.468  19.360
H  16.569  13.733  17.346
H  19.862  12.505  19.582
H  18.423  12.675  21.806
C  16.791  9.904  17.749
C  16.649  8.695  18.469
C  15.425  8.156  18.748
N  14.288  8.762  18.377
C  14.411  9.930  17.772
C  15.636  10.510  17.363
H  17.742  10.375  17.500
H  17.565  8.153  18.704
H  15.255  7.194  19.215
H  13.453  10.354  17.388
H  15.590  11.518  16.837
C  19.906  13.814  14.533
O  20.245  12.500  14.138
H  20.272  13.826  15.548
H  20.453  14.529  13.872
H  18.817  13.995  14.509
H  19.910  12.451  13.213

The total energy is -170320.1892 eV. The value obtained for the frontier orbital gap is 9.833 eV. Its SMILES is O=S1(=O)CCCC1.O=S1(=O)CCCC1.O=S1(=O)CCCC1.O=S1(=O)CCCC1.O=S1(=O)CCCC1.O=S1(=O)CCCC1.O=S1(=O)CCCC1.O=S1(=O)CCCC1.c1ccncc1.c1ccncc1.CO. The value obtained for the max |F| is 0.0648 Eh/bohr.